1.
C33H76N3O10PS | the ωB97M-V functional and the def2-TZVPD basis

Each line ends with the Mulliken charge.
Cartesian coordinates (Å):
C -0.81 1.00 -3.71  -1.268
C -1.50 0.54 -2.38  0.126
C -1.38 -1.01 -2.06  -0.730
C -0.80 -1.89 -3.22  -0.161
C 0.78 -1.86 -3.30  -0.627
C 1.45 -2.93 -2.36  -0.792
C 2.07 -2.21 -1.08  -0.705
C 3.62 -2.03 -1.23  -0.705
C 4.15 -1.02 -0.13  -0.664
C 4.96 -1.86 0.95  -0.680
C 5.95 -0.88 1.70  -0.696
C 6.54 -1.55 3.00  -0.659
C 6.59 -0.52 4.21  -0.358
C 7.99 -0.54 4.93  -0.776
C 7.90 -0.07 6.45  -0.546
C 8.66 1.29 6.53  -0.695
O 7.99 2.19 5.59  -0.385
S 6.60 2.70 6.36  1.191
O 6.32 4.09 5.92  -0.634
O 5.38 1.90 6.13  -0.570
O 7.25 2.64 7.87  -0.308
C 8.62 2.09 7.90  0.824
O 8.88 1.23 8.96  -0.355
C 8.89 1.91 10.23  -0.134
C 8.33 1.04 11.40  -0.677
C 7.10 1.66 12.15  -0.535
C 7.29 3.14 12.62  -0.967
P 9.79 3.57 7.54  0.038
O 8.92 4.95 7.12  -0.396
O 10.86 3.84 8.82  -0.474
H -1.08 0.41 -4.60  0.243
H -1.12 2.05 -3.92  0.385
H 0.30 1.02 -3.60  0.365
H -1.05 1.13 -1.55  0.276
H -2.58 0.80 -2.43  -0.142
H -0.73 -1.14 -1.16  0.195
H -2.39 -1.40 -1.77  0.360
H -1.08 -2.96 -3.00  0.450
H -1.27 -1.68 -4.21  -0.066
H 1.13 -0.86 -2.97  0.171
H 1.10 -1.96 -4.37  0.444
H 0.72 -3.72 -2.06  0.390
H 2.32 -3.36 -2.91  0.401
H 1.57 -1.22 -0.94  0.345
H 1.84 -2.80 -0.15  0.320
H 4.10 -3.02 -1.07  0.361
H 3.88 -1.70 -2.26  0.373
H 3.32 -0.45 0.34  0.385
H 4.88 -0.32 -0.62  0.356
H 4.21 -2.29 1.65  0.276
H 5.59 -2.64 0.47  0.298
H 6.80 -0.63 1.01  0.223
H 5.36 0.04 1.94  0.345
H 7.60 -1.82 2.76  0.366
H 5.99 -2.49 3.27  0.397
H 5.79 -0.76 4.95  0.254
H 6.40 0.48 3.75  0.181
H 8.69 0.10 4.34  0.291
H 8.40 -1.58 4.85  0.567
H 8.44 -0.86 7.03  0.346
H 6.85 -0.03 6.79  0.374
H 9.67 1.19 6.08  0.591
H 8.40 2.90 10.12  0.231
H 9.96 2.12 10.47  0.232
H 8.00 0.04 11.00  0.275
H 9.13 0.82 12.15  0.389
H 6.14 1.56 11.58  0.307
H 6.95 1.04 13.07  0.336
H 7.79 3.80 11.88  0.242
H 6.26 3.57 12.77  0.301
H 7.82 3.24 13.60  0.305
H 8.89 5.60 7.83  0.281
H 10.54 4.52 9.44  0.293
C -5.78 1.88 -2.29  -0.773
O -4.90 1.97 -3.39  -0.383
C -5.17 1.05 -4.44  -0.698
C -6.28 1.49 -5.40  0.471
C -7.68 1.32 -4.84  -1.324
N -6.11 2.88 -5.84  -0.745
H -6.10 0.86 -2.10  0.346
H -6.65 2.53 -2.44  0.270
H -5.25 2.25 -1.40  0.267
H -4.23 0.98 -5.00  0.350
H -5.36 0.05 -4.03  0.394
H -6.21 0.85 -6.29  0.426
H -7.94 2.08 -4.11  0.038
H -8.43 1.38 -5.63  0.370
H -7.80 0.34 -4.36  0.347
H -5.21 2.97 -6.30  0.279
H -6.00 3.44 -5.00  0.333
C -3.40 -3.58 -6.05  -0.593
O -2.39 -4.30 -5.38  -0.198
C -2.56 -5.71 -5.39  -0.831
C -2.07 -6.40 -6.68  0.361
C -3.03 -6.23 -7.86  -1.381
N -0.74 -5.93 -7.07  -0.744
H -4.38 -4.05 -5.95  0.333
H -3.15 -3.45 -7.11  0.273
H -3.45 -2.58 -5.61  0.058
H -1.95 -6.08 -4.56  0.341
H -3.60 -5.97 -5.16  0.409
H -2.01 -7.47 -6.47  0.409
H -2.97 -5.24 -8.30  0.285
H -2.78 -6.94 -8.65  0.351
H -4.06 -6.41 -7.56  0.341
H -0.09 -6.14 -6.32  0.271
H -0.77 -4.92 -7.10  0.325
C -14.16 2.19 -3.06  -0.640
O -13.87 1.74 -4.37  -0.382
C -13.28 2.72 -5.21  -0.680
C -11.76 2.89 -5.03  0.279
C -11.38 3.68 -3.78  -1.452
N -11.07 1.59 -5.01  -0.480
H -14.46 3.24 -3.04  0.297
H -13.30 2.04 -2.40  0.225
H -14.98 1.59 -2.67  0.258
H -13.46 2.37 -6.23  0.348
H -13.80 3.68 -5.12  0.418
H -11.39 3.45 -5.90  0.328
H -11.48 3.09 -2.87  0.305
H -10.33 3.99 -3.84  0.311
H -11.99 4.58 -3.68  0.369
H -11.25 1.11 -5.89  0.273
H -11.54 1.01 -4.32  0.250

SMILES: CCCCCCCCCCCCCCC[C@H]1OS(=O)(=O)O[C@]1(OCCCC)P(O)O.COC[C@@H](C)N.COC[C@@H](C)N.COC[C@@H](C)N
Orbital gap (eV): 8.64
E_LUMO (eV): -0.006
Max |F| (eV Å⁻¹): 4.49
Multiplicity: 1

=====

2.
C33H80N5O13V2 | the ωB97M-V functional and the def2-TZVPD basis

Each line ends with the Mulliken charge.
Cartesian coordinates (Å):
O -4.27 -2.79 1.42  -0.499
V -3.36 -1.68 0.72  0.792
O -2.64 -2.58 -0.43  -0.482
O -2.52 0.63 -2.67  -0.679
V -2.82 1.22 -1.19  1.192
O -3.61 2.52 -1.31  -0.523
C 0.15 -1.55 0.72  -0.933
C -0.62 -0.33 1.18  1.475
O -1.79 -0.05 0.38  0.626
H -0.41 -2.46 0.98  0.030
H 1.12 -1.71 1.19  0.428
H 0.32 -1.48 -0.36  0.094
H -0.07 0.60 0.99  -0.543
H -0.78 -0.33 2.26  -0.249
C 2.19 -3.78 4.18  -1.162
C 2.82 -5.05 3.60  0.346
C 2.60 -5.19 2.07  -0.701
O 1.27 -4.85 1.76  -0.101
C 0.93 -5.32 0.46  -0.940
N 4.25 -5.03 3.93  -0.716
H 2.50 -2.82 3.75  0.110
H 2.49 -3.71 5.23  0.445
H 1.11 -3.80 4.04  0.246
H 2.26 -5.86 4.07  0.357
H 2.99 -6.17 1.78  0.341
H 3.31 -4.50 1.59  0.290
H 0.92 -6.41 0.42  0.375
H 1.66 -4.95 -0.27  0.380
H -0.09 -5.03 0.24  0.197
H 4.76 -4.43 3.30  0.270
H 4.58 -5.98 3.81  0.291
C -2.62 -3.46 3.88  -0.858
O -2.54 -2.17 3.30  0.070
C -3.16 -1.14 4.10  -0.895
C -3.45 0.15 3.39  -0.153
N -4.31 0.15 2.23  1.038
C -5.70 -0.21 2.53  -0.810
C -6.69 0.65 1.77  -0.809
O -6.44 1.96 2.29  -0.304
C -7.19 3.00 1.69  -0.950
H -3.63 -3.84 4.01  0.268
H -2.11 -3.51 4.85  0.317
H -2.06 -4.08 3.17  0.245
H -2.42 -1.09 4.91  0.457
H -4.13 -1.48 4.47  0.494
H -2.48 0.61 3.18  -0.737
H -3.89 0.80 4.16  0.576
H -4.43 1.06 1.79  -0.224
H -6.00 -0.17 3.58  0.338
H -5.95 -1.26 2.32  0.427
H -7.73 0.36 1.97  0.508
H -6.61 0.60 0.67  0.200
H -8.22 3.03 2.05  0.355
H -7.12 3.10 0.60  0.377
H -6.74 3.93 2.06  0.282
C 3.70 1.08 -1.04  -0.697
O 3.00 1.72 0.02  -0.093
C 3.71 1.66 1.24  -0.638
C 2.97 2.58 2.23  -0.300
N 3.54 2.50 3.54  -0.314
C 3.51 1.25 4.29  -1.416
C 2.12 0.62 4.36  0.568
O 1.27 1.45 5.11  -0.452
C -0.06 1.03 5.01  -0.282
H 3.83 0.00 -0.94  0.321
H 4.66 1.60 -1.08  0.437
H 3.18 1.27 -1.97  -0.013
H 4.74 2.01 1.12  0.346
H 3.78 0.63 1.59  0.239
H 1.89 2.42 2.06  0.037
H 3.07 3.60 1.85  0.428
H 3.15 3.26 4.08  0.320
H 3.93 1.45 5.27  0.467
H 4.12 0.53 3.73  0.344
H 2.20 -0.35 4.87  0.518
H 1.77 0.45 3.34  -0.277
H -0.46 1.32 4.03  -0.071
H -0.66 1.47 5.81  0.372
H -0.22 -0.05 5.15  0.245
C -3.44 3.90 2.19  -0.271
O -2.69 3.72 0.99  -0.329
C -1.31 3.76 1.23  0.054
C -0.60 3.76 -0.13  -1.471
N -0.71 2.45 -0.79  1.349
C 0.14 2.25 -1.97  -0.419
C -0.12 3.26 -3.11  -1.187
O 0.40 4.54 -2.78  -0.342
C 0.60 5.30 -3.95  -0.828
H -2.86 3.57 3.06  0.318
H -4.35 3.31 2.09  -0.280
H -3.69 4.95 2.38  0.369
H -1.02 2.80 1.69  -0.299
H -0.94 4.58 1.84  0.561
H 0.46 4.01 -0.04  0.572
H -0.95 4.58 -0.76  0.440
H -0.58 1.71 -0.13  -0.722
H 0.04 1.22 -2.31  0.487
H 1.17 2.41 -1.65  -0.117
H -1.19 3.47 -3.18  0.285
H 0.27 2.77 -4.00  0.815
H 0.90 6.31 -3.71  0.282
H -0.32 5.40 -4.55  0.336
H 1.29 4.85 -4.67  0.276
C -0.10 0.37 -5.20  -0.814
C 0.94 -0.32 -6.10  1.468
C 2.15 0.65 -6.20  -1.741
C 3.10 0.65 -5.03  0.680
C 3.52 -0.79 -4.70  -1.435
C 2.38 -1.82 -4.59  1.735
N 1.39 -1.61 -5.66  0.405
O 0.37 -2.59 -5.69  -0.462
C 2.96 -3.21 -4.78  -2.015
C 1.71 -1.65 -3.19  -1.423
C 0.34 -0.36 -7.53  -1.910
H -0.70 -0.43 -4.78  0.407
H -0.57 1.24 -5.66  0.611
H 0.37 0.78 -4.30  -0.727
H 2.75 0.44 -7.10  0.449
H 1.74 1.63 -6.48  0.576
H 2.55 1.05 -4.16  -0.842
H 3.94 1.34 -5.09  0.531
H 4.02 -0.71 -3.73  0.398
H 4.28 -1.12 -5.41  0.485
H 2.26 -4.05 -4.85  0.478
H 3.65 -3.28 -5.62  0.450
H 3.64 -3.48 -3.96  0.367
H 2.46 -2.06 -2.51  0.481
H 1.63 -0.58 -2.98  -0.119
H 0.76 -2.15 -3.05  0.429
H -0.49 -1.04 -7.64  0.352
H 1.12 -0.67 -8.24  0.479
H 0.12 0.66 -7.86  0.388
H 0.82 -3.32 -6.14  0.382

Net charge: +1
Orbital gap (eV): 4.24
E_LUMO (eV): -5.458
Max |F| (eV Å⁻¹): 5.13
Multiplicity: 1

=====

3.
C33H81I2NO30P7 | the ωB97M-V functional and the def2-TZVPD basis

Each line ends with the Mulliken charge.
Cartesian coordinates (Å):
C 2.29 -1.39 0.86  -1.272
C 1.15 -0.64 0.08  -0.497
I 0.26 -1.80 -1.52  0.230
C 0.02 -0.05 1.02  -0.630
I -0.78 1.69 -0.02  0.202
N -1.02 -1.03 1.38  0.802
C -2.29 -0.95 1.27  -0.709
C -3.06 -2.26 1.72  0.510
C -4.18 -2.45 0.63  -1.121
C -5.49 -1.64 1.11  0.504
C -6.75 -1.74 0.08  -1.028
O -6.60 -2.44 1.49  -0.487
C -1.86 -3.23 1.36  0.626
C -1.96 -4.74 1.75  -0.614
C -1.34 -5.55 0.56  -0.112
O -0.18 -5.43 0.33  -0.445
C -0.75 -2.36 1.99  -0.910
H 2.02 -2.48 0.85  0.352
H 2.35 -1.09 1.92  0.361
H 3.25 -1.31 0.33  0.339
H 1.63 0.23 -0.41  0.727
H 0.50 0.34 1.95  0.641
H -2.85 -0.08 0.88  0.272
H -3.36 -2.21 2.79  0.066
H -3.84 -1.94 -0.29  0.347
H -4.50 -3.49 0.49  0.414
H -5.33 -0.65 1.63  0.452
H -7.83 -1.82 0.30  0.480
H -6.79 -0.59 0.14  0.003
H -1.69 -3.23 0.26  0.014
H -2.99 -5.11 1.95  0.319
H -1.27 -4.92 2.61  0.367
H -1.95 -6.21 -0.10  0.434
H -1.08 -2.24 3.05  0.117
H 0.29 -2.73 2.06  0.235
C -5.17 3.78 -3.39  -0.687
O -5.98 3.83 -2.21  -0.284
P -7.28 2.91 -2.16  1.089
O -7.31 1.79 -3.11  -0.676
O -8.50 3.93 -2.29  -0.349
C -8.72 4.55 -3.55  -0.705
O -7.33 2.51 -0.63  -0.247
C -8.47 1.76 -0.19  -0.754
H -5.64 4.34 -4.20  0.293
H -4.21 4.25 -3.15  0.245
H -4.99 2.75 -3.70  0.341
H -8.44 3.89 -4.38  0.355
H -8.15 5.47 -3.61  0.251
H -9.78 4.78 -3.64  0.261
H -8.68 0.94 -0.87  0.371
H -9.34 2.42 -0.12  0.299
H -8.26 1.36 0.80  0.232
C -6.20 -1.82 4.46  -0.532
O -6.32 -0.48 4.93  -0.260
P -5.34 -0.03 6.11  1.034
O -4.15 -0.87 6.29  -0.603
O -6.28 0.10 7.38  -0.401
C -6.78 -1.11 7.97  -0.680
O -5.07 1.48 5.74  -0.278
C -4.30 2.26 6.67  -0.545
H -6.66 -2.52 5.16  0.368
H -6.70 -1.89 3.49  0.226
H -5.15 -2.09 4.31  0.212
H -6.07 -1.93 7.86  0.335
H -7.73 -1.37 7.50  0.256
H -6.94 -0.93 9.03  0.270
H -3.41 1.71 6.99  0.168
H -4.91 2.51 7.53  0.292
H -3.99 3.18 6.17  0.227
C -1.05 -0.31 6.59  -0.340
O -0.43 0.94 6.92  -0.182
P 1.16 1.00 6.97  1.038
O 1.85 -0.09 6.26  -0.690
O 1.50 1.12 8.52  -0.390
C 1.31 -0.03 9.34  -0.679
O 1.44 2.46 6.43  -0.330
C 2.80 2.91 6.46  -0.706
H -1.01 -0.99 7.44  0.277
H -2.09 -0.12 6.34  -0.024
H -0.57 -0.77 5.72  0.306
H 1.48 -0.95 8.78  0.349
H 0.29 -0.02 9.74  0.238
H 2.01 0.02 10.17  0.264
H 3.47 2.15 6.05  0.333
H 3.09 3.14 7.48  0.283
H 2.87 3.81 5.85  0.235
C -0.18 -6.65 -2.78  -0.420
O 0.85 -7.49 -3.30  -0.307
P 0.56 -9.06 -3.37  1.078
O -0.85 -9.45 -3.29  -0.672
O 1.49 -9.68 -2.23  -0.345
C 1.13 -9.45 -0.88  -0.645
O 1.31 -9.47 -4.69  -0.363
C 1.37 -10.86 -5.01  -0.689
H -0.22 -6.73 -1.69  0.062
H 0.06 -5.62 -3.04  0.224
H -1.15 -6.90 -3.21  0.391
H 0.05 -9.38 -0.76  0.321
H 1.59 -8.53 -0.52  0.211
H 1.50 -10.28 -0.28  0.303
H 0.39 -11.33 -4.90  0.330
H 2.09 -11.36 -4.36  0.276
H 1.70 -10.96 -6.04  0.238
C 2.62 1.01 -8.57  -0.632
O 1.67 0.59 -7.58  -0.335
P 2.07 0.73 -6.05  0.854
O 3.17 1.65 -5.76  -0.480
O 2.30 -0.77 -5.56  -0.249
C 3.47 -1.45 -6.03  -0.685
O 0.68 1.10 -5.38  -0.376
C 0.66 1.17 -3.96  -0.516
H 3.41 0.27 -8.67  0.294
H 2.09 1.10 -9.52  0.244
H 3.04 1.98 -8.32  0.284
H 4.30 -0.75 -6.18  0.329
H 3.24 -1.96 -6.97  0.250
H 3.76 -2.18 -5.29  0.261
H 1.50 1.76 -3.59  0.228
H 0.69 0.17 -3.53  0.137
H -0.27 1.66 -3.65  0.286
C 4.78 8.73 -3.49  -0.658
O 4.30 7.69 -4.35  -0.379
P 4.33 6.20 -3.81  1.156
O 4.45 6.04 -2.36  -0.588
O 5.50 5.50 -4.65  -0.282
C 6.84 5.87 -4.36  -0.607
O 3.03 5.59 -4.46  -0.446
C 2.82 4.18 -4.28  -0.810
H 5.87 8.72 -3.46  0.292
H 4.44 9.68 -3.89  0.253
H 4.38 8.62 -2.48  0.292
H 6.97 6.12 -3.30  0.215
H 7.13 6.72 -4.97  0.260
H 7.49 5.02 -4.59  0.244
H 2.98 3.90 -3.24  0.273
H 3.49 3.62 -4.92  0.490
H 1.79 3.95 -4.56  0.254
C 8.84 0.66 -1.01  -0.666
O 7.94 1.45 -0.23  -0.291
P 7.85 3.01 -0.53  1.005
O 8.37 3.43 -1.84  -0.636
O 8.56 3.69 0.73  -0.364
C 9.97 3.57 0.84  -0.720
O 6.32 3.30 -0.27  -0.211
C 5.91 4.67 -0.33  -0.243
H 9.87 0.82 -0.68  0.293
H 8.58 -0.39 -0.86  0.236
H 8.75 0.89 -2.07  0.318
H 10.45 3.54 -0.14  0.354
H 10.22 2.67 1.40  0.246
H 10.35 4.44 1.38  0.258
H 6.31 5.16 -1.21  -0.030
H 6.24 5.20 0.57  0.328
H 4.82 4.70 -0.37  0.188

Net charge: +1
Orbital gap (eV): 7.21
E_LUMO (eV): -3.974
Max |F| (eV Å⁻¹): 4.32
Multiplicity: 1